[1]
105
Properties=species:S:1:pos:R:3:forces:R:3 method="wB97M-V/def2-TZVPD" relative_energy_ev=0.246 homo_lumo_gap_ev="7.839 / 7.863" multiplicity=2 total_charge=+2 homo_ev="-13.03 / -13.03"
Ti -0.394904 -1.474682 0.483578 0.4 0.1 0.4
N -0.437196 -3.707520 0.457091 0.0 0.0 0.0
C -1.680301 -4.308738 0.983190 0.0 0.0 0.0
C -2.248584 -3.434079 2.083319 0.0 0.0 0.0
N -2.412810 -2.011183 1.686865 0.0 0.0 -0.1
C -2.976123 -1.288745 2.875067 0.0 0.0 0.0
C -2.052246 -1.011351 4.053743 0.0 0.0 0.0
N -1.343391 0.264902 3.898992 0.0 -0.1 0.0
C -3.442088 -1.910793 0.619868 0.0 0.0 0.1
C -3.415830 -0.555490 -0.049817 0.0 0.0 0.0
N -2.087507 -0.339829 -0.665461 0.1 0.0 0.1
H -0.276081 -3.991160 -0.503864 0.0 0.0 -0.1
H 0.355483 -4.028706 1.001883 0.1 0.0 0.0
H -1.511179 -5.309476 1.380341 0.0 0.0 0.0
H -2.380304 -4.421047 0.158022 0.0 0.0 0.0
H -1.572118 -3.458453 2.938262 0.0 0.0 0.0
H -3.208408 -3.846543 2.414159 0.0 0.0 0.0
H -3.829139 -1.885035 3.218031 0.0 0.0 0.0
H -3.364532 -0.329538 2.538994 0.0 0.0 0.0
H -1.328946 -1.815940 4.189663 0.0 0.0 0.0
H -2.674970 -1.021805 4.951778 0.0 0.0 0.0
H -0.466154 0.248365 4.408350 0.0 0.0 0.0
H -1.891943 1.006341 4.318814 0.0 0.0 0.0
H -4.434930 -2.120698 1.032844 0.0 0.0 0.0
H -3.244177 -2.666702 -0.137895 0.0 0.0 0.0
H -3.587582 0.250739 0.660257 0.0 0.0 0.0
H -4.212417 -0.505092 -0.794011 0.0 0.0 0.0
H -1.944747 0.663892 -0.733193 0.0 0.1 0.0
H -2.115011 -0.662164 -1.625521 0.0 0.0 -0.1
O -1.486949 0.671957 -5.922605 0.0 0.0 0.0
C -2.408447 -0.341168 -5.593579 0.0 0.0 0.0
C -1.889448 -1.109684 -4.412635 0.0 0.0 0.0
C -2.675833 -2.087129 -3.800575 0.0 0.0 0.0
C -2.173270 -2.759305 -2.704501 0.0 0.0 0.0
N -0.959777 -2.529357 -2.186462 -0.1 -0.1 -0.1
C -0.187115 -1.643656 -2.820142 0.1 0.1 0.0
C -0.612698 -0.899007 -3.912069 0.0 0.0 -0.1
C 1.199781 -1.532542 -2.306668 0.0 0.0 0.0
C 2.255831 -1.424123 -3.191347 0.0 0.0 -0.1
C 3.557224 -1.430910 -2.714755 0.0 0.0 0.0
C 4.728860 -1.290587 -3.642566 0.0 0.0 0.0
O 4.261416 -0.796144 -4.878105 0.0 0.0 0.0
C 3.736301 -1.594376 -1.348068 0.0 0.0 0.0
C 2.631603 -1.682497 -0.528510 0.0 0.0 0.0
N 1.369025 -1.619711 -0.976623 -0.2 -0.1 0.1
H -1.739286 1.070991 -6.760992 0.0 0.0 0.0
H -2.549781 -1.046780 -6.419681 0.0 0.0 0.0
H -3.392396 0.071174 -5.344218 0.0 0.0 0.0
H -3.666379 -2.319880 -4.171702 0.0 0.0 0.0
H -2.771360 -3.522801 -2.218542 0.0 0.0 0.0
H 0.031656 -0.154870 -4.359942 0.0 0.0 0.0
H 2.071880 -1.349576 -4.253708 0.0 0.0 0.0
H 5.205497 -2.271210 -3.752390 0.0 0.0 0.0
H 5.461559 -0.617257 -3.185762 0.0 0.0 0.0
H 4.974482 -0.818849 -5.524017 0.0 0.0 0.0
H 4.727735 -1.635190 -0.914603 0.0 0.0 0.0
H 2.751625 -1.796888 0.534822 0.0 0.0 0.0
C 2.410231 4.760583 3.156701 0.0 0.0 0.0
C 2.770797 4.530712 1.836265 0.0 0.0 0.0
C 2.119491 3.555766 1.093282 0.0 0.0 0.0
C 1.105216 2.808050 1.678868 0.1 -0.1 -0.1
C 0.741334 3.038415 2.999379 0.0 0.0 0.0
C 1.393233 4.016062 3.737590 0.0 0.0 0.0
As 0.117906 1.473970 0.665268 -0.1 0.0 0.0
C -1.531325 2.484678 0.440896 0.0 0.0 -0.1
C -2.524642 2.703869 1.384772 0.0 0.0 0.0
C -3.639834 3.456651 1.042257 0.0 0.0 0.0
C -3.764089 3.971204 -0.244357 0.0 0.0 0.0
C -2.777153 3.746808 -1.191930 0.0 0.0 0.0
C -1.648355 3.004525 -0.854781 0.0 0.0 0.0
C -0.516248 2.689354 -1.755686 0.0 0.0 0.0
C -0.419785 3.064050 -3.091336 0.0 0.0 0.0
C 0.709802 2.729395 -3.824820 0.0 0.0 0.0
C 1.747528 2.018034 -3.234332 0.0 0.0 0.0
C 1.650212 1.622394 -1.906127 0.0 0.0 0.0
C 0.524164 1.954705 -1.168656 -0.1 0.0 0.0
H 2.917438 5.523972 3.731870 0.0 0.0 0.0
H 3.557735 5.116290 1.379196 0.0 0.0 0.0
H 2.403332 3.388641 0.062304 0.0 0.0 0.0
H -0.056107 2.461403 3.451812 0.0 0.0 0.0
H 1.105607 4.198080 4.765166 0.0 0.0 0.0
H -2.422781 2.299565 2.383381 0.0 0.0 0.0
H -4.410520 3.650402 1.777227 0.0 0.0 0.0
H -4.634249 4.558988 -0.505352 0.0 0.0 0.0
H -2.883970 4.165082 -2.184924 0.0 0.0 0.0
H -1.217153 3.624260 -3.563119 0.0 0.0 0.0
H 0.783565 3.028209 -4.862087 0.0 0.0 0.0
H 2.630627 1.769180 -3.810877 0.0 0.0 0.0
H 2.463100 1.066645 -1.451819 0.0 0.0 0.0
C 3.539040 0.496182 1.774492 0.0 -0.1 0.0
Ge 2.533181 -0.738274 2.932274 0.1 0.1 0.0
C 2.117118 0.122787 4.634574 0.0 0.0 0.0
C 3.684870 -2.276993 3.292699 0.0 0.0 0.0
C 0.885784 -1.491941 2.131349 -0.2 -0.2 -0.1
H 3.774823 1.412743 2.314809 0.0 0.0 0.0
H 2.991340 0.772719 0.874293 0.0 0.0 0.0
H 4.477958 0.028200 1.473758 0.0 0.0 0.0
H 3.054652 0.330097 5.153250 0.0 0.0 0.0
H 1.527671 -0.537414 5.275250 0.0 0.0 0.0
H 1.597772 1.071055 4.501771 0.0 0.0 0.0
H 4.628853 -1.956474 3.734562 0.0 0.0 0.0
H 3.913187 -2.822290 2.373102 0.0 0.0 0.0
H 3.202428 -2.967422 3.986270 0.0 0.0 0.0
H 0.067236 -1.216592 2.811202 0.0 0.1 0.0
H 1.025376 -2.576419 2.266913 0.0 0.0 0.0

[2]
111
Properties=species:S:1:pos:R:3:forces:R:3 method="wB97M-V/def2-TZVPD" relative_energy_ev=0.977 homo_lumo_gap_ev=6.634 multiplicity=1 homo_ev=-7.03
Sr -0.165429 0.515619 0.015890 -0.4 1.4 1.0
C -0.106667 -0.832243 3.823481 0.0 0.0 0.0
N -1.202260 -0.555110 2.905128 -0.1 0.1 0.0
C -2.130190 0.397215 3.494717 0.0 0.0 0.0
C -1.899171 -1.775930 2.475826 -0.1 0.0 -0.1
C -2.174473 -1.728829 0.970610 0.2 -0.1 0.2
N -0.903539 -1.588194 0.294314 -0.6 -1.7 -0.2
C -0.086618 -2.633135 0.114849 0.2 -0.4 0.0
C 1.304911 -2.372737 0.046722 -0.1 -0.1 0.1
F 1.690956 -1.058445 0.219933 0.4 -0.5 -0.1
C 2.267203 -3.319419 -0.178382 0.1 0.0 0.0
F 3.558566 -2.943197 -0.208631 0.0 0.0 0.0
C 1.933830 -4.647109 -0.370802 -0.1 0.0 0.0
C 0.585015 -4.951301 -0.306447 0.1 0.0 0.0
F 0.199453 -6.223664 -0.505671 0.0 0.0 0.0
C -0.387545 -4.005606 -0.063037 0.0 0.1 0.0
F -1.677061 -4.416134 -0.056449 0.0 0.0 0.0
H -0.456555 -1.256400 4.777692 0.0 0.0 0.0
H 0.587315 -1.535169 3.362745 0.0 0.0 0.0
H 0.436270 0.090323 4.034624 0.0 0.0 0.0
H -2.946004 0.604425 2.799296 0.0 0.0 0.0
H -2.567391 0.026101 4.435763 0.0 0.0 0.0
H -1.609565 1.332015 3.709242 0.0 0.0 0.0
H -1.257383 -2.639696 2.662573 0.0 0.0 0.0
H -2.826515 -1.927946 3.046308 0.0 0.0 0.0
H -2.762098 -2.600476 0.675644 -0.1 0.0 0.0
H -2.780706 -0.837067 0.753285 0.0 0.0 0.0
H 2.680983 -5.404627 -0.549408 0.0 0.0 0.0
C -2.916134 3.935402 2.034999 0.0 0.0 0.0
C -4.060875 3.977011 1.259263 0.0 0.0 0.0
C -4.061626 3.320150 0.041728 0.0 0.0 0.0
C -2.918777 2.638891 -0.366847 0.0 0.1 0.1
N -1.826852 2.552205 0.406998 -0.4 0.2 0.0
C -1.835392 3.202254 1.572632 0.0 0.0 0.0
C -2.868201 1.993576 -1.704901 -0.1 0.0 -0.2
C -3.598609 2.514366 -2.768096 0.0 0.0 0.0
C -3.529042 1.888216 -4.001222 0.0 0.0 0.0
C -2.738376 0.760500 -4.135604 -0.1 0.1 0.0
C -2.032930 0.319384 -3.028366 0.1 -0.1 0.0
N -2.083144 0.921546 -1.841903 -0.2 0.1 0.1
H -2.861313 4.446210 2.986019 0.0 0.0 0.0
H -4.941579 4.510800 1.591452 0.0 0.0 0.0
H -4.944645 3.321918 -0.580914 0.0 0.0 0.0
H -0.926945 3.124866 2.156949 0.0 0.0 0.0
H -4.184662 3.413969 -2.647617 0.0 0.0 0.0
H -4.082349 2.284444 -4.842327 0.0 0.0 0.0
H -2.658126 0.244798 -5.082303 0.0 0.0 0.0
H -1.386904 -0.548543 -3.088460 0.0 0.0 0.0
N 0.948790 1.740844 -1.651332 0.8 0.7 -1.2
C 1.119204 2.367131 -2.614929 0.1 -0.2 0.1
C 1.328690 3.173031 -3.722367 -0.1 0.2 0.0
C 2.034119 2.726939 -4.861310 0.1 0.0 0.0
N 2.614907 2.372251 -5.793742 0.1 0.3 0.1
C 0.888082 4.513306 -3.614709 0.1 0.1 0.0
N 0.547456 5.607239 -3.463739 0.0 0.0 0.0
S 1.465179 2.038419 2.030621 0.1 0.0 0.2
C 2.588937 2.825084 1.019524 0.1 0.2 0.1
N 2.306368 3.989373 0.433328 0.1 0.0 -0.1
C 3.224535 4.741612 -0.421306 0.1 0.0 0.0
C 4.273753 3.805172 -0.996996 -0.1 0.0 0.1
C 4.878307 2.965672 0.113357 0.0 0.0 0.0
N 3.807795 2.308166 0.852281 0.1 0.0 -0.1
H 1.372578 4.334450 0.571877 0.0 0.0 0.0
H 3.697546 5.535332 0.164408 0.0 0.0 0.0
H 2.652835 5.205042 -1.224610 -0.1 0.0 0.0
H 5.047578 4.378469 -1.504728 0.0 0.0 0.0
H 3.806012 3.146065 -1.725315 0.0 -0.1 -0.1
H 5.466611 3.591717 0.791472 0.0 0.0 0.0
H 5.535146 2.200834 -0.297595 0.0 0.0 0.0
H 3.975244 1.425552 1.304297 0.0 0.0 0.0
C 2.276686 -5.281252 -4.166137 0.0 0.0 0.0
C 2.772501 -4.023287 -4.891871 0.0 0.1 0.0
C 3.878552 -3.419363 -4.011302 0.0 0.0 0.0
C 3.381774 -4.446481 -6.238663 -0.1 0.0 0.0
Si 1.352284 -2.759301 -5.188279 -0.1 0.2 0.0
Br 1.045656 -1.722284 -3.169343 0.1 -0.1 -0.1
C -0.353545 -3.582920 -5.550638 0.1 0.0 0.0
C -1.392790 -2.525111 -5.944867 0.1 0.0 0.0
C -0.225532 -4.578857 -6.715199 0.0 0.0 0.0
C -0.910747 -4.318036 -4.320852 0.0 0.0 0.0
C 1.816209 -1.301566 -6.364583 -0.1 -0.1 0.1
C 0.900773 -0.077906 -6.181250 0.0 -0.1 -0.1
C 1.740487 -1.736730 -7.837197 0.0 0.0 0.0
C 3.246510 -0.824274 -6.064880 0.0 0.0 -0.1
H 3.130312 -5.946288 -3.997528 0.0 0.0 0.0
H 1.539352 -5.840062 -4.740837 0.0 0.0 0.0
H 1.848460 -5.036648 -3.192225 0.0 0.0 0.0
H 4.718502 -4.120311 -3.961884 0.0 0.0 0.0
H 3.522029 -3.252040 -2.994604 0.0 0.0 0.0
H 4.258178 -2.473960 -4.393681 0.0 0.0 0.0
H 4.115427 -5.241167 -6.071714 0.0 0.0 0.0
H 3.900390 -3.620388 -6.726080 0.0 0.0 0.0
H 2.629936 -4.833569 -6.930941 0.0 0.0 0.0
H -1.175563 -2.084361 -6.918193 0.0 0.1 0.0
H -1.450556 -1.726115 -5.202588 0.0 0.0 0.0
H -2.378864 -2.996595 -6.007710 0.0 0.0 0.0
H 0.166506 -4.103447 -7.617100 0.0 0.0 0.0
H -1.212685 -4.986296 -6.955730 0.0 0.0 0.0
H 0.422176 -5.419939 -6.468799 0.0 0.0 0.0
H -1.080373 -3.636017 -3.486893 0.0 0.0 0.0
H -0.261306 -5.118184 -3.972670 -0.1 0.0 0.0
H -1.875458 -4.764557 -4.584165 0.0 0.0 0.0
H -0.114587 -0.256168 -6.527910 -0.1 -0.1 0.0
H 1.312069 0.752234 -6.763021 -0.1 -0.2 0.0
H 0.862887 0.250191 -5.141221 0.0 0.0 -0.1
H 0.725149 -2.013021 -8.130038 0.0 0.0 0.0
H 2.397533 -2.579185 -8.056430 0.0 0.0 0.0
H 2.049079 -0.900402 -8.471925 0.0 0.0 0.0
H 3.363646 -0.545295 -5.015855 0.0 0.0 0.0
H 3.457885 0.070179 -6.656262 0.0 0.0 0.0
H 3.993906 -1.577159 -6.317679 0.0 0.0 0.0

Look up the multiplicity of the second one. 1